(1)
{
  "formula": "C17H19O4",
  "method": "wB97M-V/def2-TZVPD",
  "lumo_energy_ev": 2.77,
  "largest_force_ev_per_a": 1.4,
  "e_tot_ev": -26127.7190,
  "e_homo_ha": -0.08484,
  "gap_ev": 5.077,
  "charge": -1,
  "symbols": ["C", "C", "O", "C", "C", "C", "C", "O", "O", "C", "C", "O", "H", "H", "H", "H", "H", "H", "H", "H", "H", "H", "H", "H", "C", "C", "C", "C", "C", "C", "C", "C", "C", "H", "H", "H", "H", "H", "H", "H"],
  "positions_angstrom": [[2.863, 3.757, -0.034], [1.464, 3.373, -0.452], [1.057, 2.247, 0.346], [-0.210, 1.847, 0.097], [-0.635, 0.773, 1.006], [-1.919, 0.463, 1.081], [-2.326, -0.607, 2.006], [-1.531, -1.264, 2.663], [-3.668, -0.775, 2.028], [-4.120, -1.800, 2.935], [-5.622, -1.896, 2.795], [-0.920, 2.306, -0.782], [3.234, 4.547, -0.692], [2.871, 4.146, 0.991], [3.554, 2.908, -0.089], [0.770, 4.209, -0.279], [1.435, 3.088, -1.514], [0.111, 0.357, 1.678], [-2.694, 0.948, 0.494], [-3.645, -2.755, 2.671], [-3.846, -1.520, 3.962], [-6.006, -2.653, 3.481], [-6.107, -0.943, 3.032], [-5.905, -2.185, 1.777], [0.366, -1.160, -3.052], [-0.500, -1.348, -1.939], [0.287, -1.356, -0.754], [1.659, -1.204, -1.124], [1.713, -1.053, -2.578], [2.959, -0.915, -3.201], [4.120, -0.919, -2.418], [4.061, -1.090, -1.022], [2.834, -1.242, -0.371], [0.083, -1.118, -4.104], [-1.581, -1.461, -1.977], [-0.036, -1.563, 0.260], [3.004, -0.822, -4.287], [5.092, -0.801, -2.897], [4.983, -1.114, -0.440], [2.753, -1.406, 0.705]]
}

***

(2)
{
  "formula": "C6H3Cl2FN2",
  "method": "wB97M-V/def2-TZVPD",
  "smiles": "N#C\\C=C/C=C(Cl)\\N=C(\\F)Cl",
  "lumo_energy_ev": -1.03,
  "e_above_lowest_kj_mol": 21.9,
  "largest_force_ev_per_a": 3.6,
  "e_tot_ev": -37010.3224,
  "e_homo_ha": -0.32959,
  "gap_ev": 7.940,
  "symbols": ["N", "C", "C", "C", "C", "C", "Cl", "N", "C", "F", "Cl", "H", "H", "H"],
  "positions_angstrom": [[2.559, -1.291, -0.383], [1.454, -1.031, -0.579], [0.207, -0.878, -1.223], [-0.586, 0.168, -1.200], [-0.480, 1.377, -0.444], [0.038, 1.369, 0.848], [0.323, 2.822, 1.695], [0.507, 0.279, 1.475], [-0.093, -0.808, 1.471], [0.418, -1.865, 1.991], [-1.778, -1.048, 1.095], [-0.116, -1.563, -1.950], [-1.438, 0.247, -1.952], [-1.014, 2.223, -0.844]]
}

***

(3)
{
  "formula": "C12H24N2",
  "method": "wB97M-V/def2-TZVPD",
  "smiles": "C1CC[N+]2(C1)CC[N+]1(CCCC1)CC2",
  "lumo_energy_ev": -5.76,
  "e_above_lowest_kj_mol": 28.4,
  "largest_force_ev_per_a": 2.6,
  "e_tot_ev": -15797.1417,
  "e_homo_ha": -0.68357,
  "gap_ev": 12.842,
  "charge": 2,
  "symbols": ["C", "C", "C", "N", "C", "C", "C", "N", "C", "C", "C", "C", "C", "C", "H", "H", "H", "H", "H", "H", "H", "H", "H", "H", "H", "H", "H", "H", "H", "H", "H", "H", "H", "H", "H", "H", "H", "H"],
  "positions_angstrom": [[1.655, -2.660, -2.012], [0.191, -2.909, -1.707], [-0.320, -1.550, -1.281], [0.833, -0.630, -1.062], [1.775, -1.170, -2.065], [1.354, -0.755, 0.340], [1.145, 0.548, 1.111], [-0.225, 1.133, 0.992], [-0.348, 2.327, 1.878], [-1.882, 2.508, 2.062], [-2.454, 1.103, 1.944], [-1.240, 0.221, 1.577], [-0.554, 1.415, -0.425], [0.484, 0.774, -1.442], [2.230, -3.032, -1.161], [1.973, -3.193, -2.905], [-0.319, -3.282, -2.621], [0.079, -3.664, -0.945], [-0.942, -1.162, -2.081], [-0.960, -1.669, -0.416], [2.781, -0.845, -1.847], [1.483, -0.794, -3.043], [0.886, -1.588, 0.877], [2.440, -0.959, 0.336], [1.378, 0.331, 2.177], [1.912, 1.259, 0.760], [0.115, 3.188, 1.459], [0.083, 2.137, 2.863], [-2.216, 3.158, 1.263], [-2.120, 2.981, 2.993], [-2.871, 0.756, 2.875], [-3.245, 1.129, 1.182], [-1.587, -0.567, 0.905], [-0.879, -0.329, 2.479], [-0.526, 2.506, -0.591], [-1.566, 1.075, -0.669], [1.379, 1.393, -1.357], [0.080, 0.817, -2.445]]
}

***

(4)
{
  "formula": "C3H7N2O",
  "method": "wB97M-V/def2-TZVPD",
  "lumo_energy_ev": -4.31,
  "e_above_lowest_kj_mol": 117.8,
  "largest_force_ev_per_a": 3.2,
  "e_tot_ev": -8244.9183,
  "e_homo_ha": -0.53779,
  "gap_ev": 10.324,
  "charge": 1,
  "symbols": ["C", "C", "N", "C", "N", "H", "H", "H", "H", "H", "H", "H", "O"],
  "positions_angstrom": [[1.618, -0.902, -0.203], [1.959, 0.272, 0.401], [0.844, 1.117, 0.254], [0.031, 0.576, -0.676], [0.329, -0.724, -0.699], [2.178, -1.817, -0.326], [2.784, 0.426, 1.071], [0.468, 1.548, 1.096], [-0.844, 1.073, -1.069], [-0.248, -1.408, -1.167], [-3.013, 0.704, 0.568], [-3.373, -0.738, 0.558], [-2.733, -0.127, 0.191]]
}

***

(5)
{
  "formula": "C38H56BIrN8O4S2",
  "method": "wB97M-V/def2-TZVPD",
  "lumo_energy_ev": -1.85,
  "e_above_lowest_kj_mol": 292.3,
  "largest_force_ev_per_a": 2.9,
  "e_tot_ev": -85611.4151,
  "e_homo_ha": -0.26905,
  "gap_ev": 5.475,
  "symbols": ["Ir", "C", "C", "C", "C", "C", "C", "C", "C", "C", "N", "N", "B", "N", "N", "C", "C", "C", "C", "C", "C", "C", "C", "C", "N", "N", "C", "C", "C", "C", "C", "C", "C", "C", "C", "H", "H", "H", "H", "H", "H", "H", "H", "H", "H", "H", "H", "H", "H", "H", "H", "H", "H", "H", "H", "H", "H", "H", "H", "H", "H", "H", "H", "H", "H", "H", "H", "H", "H", "H", "H", "H", "H", "H", "H", "H", "H", "H", "H", "H", "H", "O", "N", "C", "C", "C", "C", "C", "S", "H", "H", "H", "H", "N", "C", "C", "C", "C", "C", "C", "S", "O", "O", "O", "H", "H", "H", "H", "H", "H"],
  "positions_angstrom": [[-0.309, -0.200, -0.268], [3.541, -3.061, -1.252], [3.046, -1.724, -1.826], [1.717, -1.908, -2.530], [3.053, -0.673, -0.754], [4.249, -0.240, -0.190], [3.912, 0.658, 0.808], [5.030, 1.134, 1.702], [5.480, -0.056, 2.565], [4.860, 2.348, 2.602], [2.563, 0.774, 0.800], [2.045, -0.046, -0.148], [1.659, 1.700, 1.648], [0.750, 0.841, 2.563], [-0.166, 0.007, 2.044], [-0.803, -0.598, 3.051], [-0.279, -0.130, 4.252], [0.700, 0.786, 3.908], [1.545, 1.564, 4.865], [2.399, 0.602, 5.698], [0.661, 2.443, 5.756], [-1.895, -1.610, 2.894], [-1.524, -2.927, 3.588], [-3.201, -1.062, 3.476], [0.750, 2.610, 0.792], [-0.107, 2.115, -0.138], [-0.728, 3.143, -0.717], [-0.255, 4.320, -0.153], [0.656, 3.959, 0.822], [1.148, 5.072, 1.715], [2.358, 4.910, 2.619], [-0.040, 5.523, 2.582], [-1.856, 3.206, -1.700], [-1.960, 2.040, -2.665], [-3.167, 3.366, -0.917], [3.780, -3.743, -2.065], [2.780, -3.533, -0.634], [4.437, -2.921, -0.652], [3.784, -1.390, -2.568], [0.957, -2.252, -1.836], [1.812, -2.650, -3.320], [1.389, -0.963, -2.951], [5.235, -0.543, -0.482], [5.853, 1.367, 1.014], [4.689, -0.345, 3.252], [6.357, 0.228, 3.144], [5.734, -0.916, 1.953], [4.158, 2.155, 3.408], [4.539, 3.210, 2.028], [5.822, 2.584, 3.053], [2.344, 2.383, 2.293], [-0.580, -0.421, 5.234], [2.212, 2.216, 4.302], [1.776, -0.055, 6.300], [3.061, 1.155, 6.361], [3.012, -0.015, 5.045], [0.001, 1.843, 6.377], [0.047, 3.100, 5.144], [1.277, 3.063, 6.405], [-2.055, -1.788, 1.828], [-1.458, -2.786, 4.664], [-0.571, -3.326, 3.244], [-2.285, -3.679, 3.395], [-3.089, -0.835, 4.534], [-3.995, -1.796, 3.365], [-3.496, -0.157, 2.951], [-0.553, 5.316, -0.403], [1.378, 5.893, 1.023], [2.162, 4.215, 3.428], [2.580, 5.878, 3.063], [3.230, 4.594, 2.060], [-0.342, 4.722, 3.252], [-0.895, 5.797, 1.970], [0.252, 6.384, 3.178], [-1.689, 4.130, -2.270], [-2.428, 1.204, -2.154], [-0.981, 1.735, -3.023], [-2.577, 2.318, -3.517], [-3.386, 2.456, -0.360], [-3.986, 3.569, -1.601], [-3.095, 4.188, -0.208], [-0.753, -0.614, -2.528], [-1.826, -1.175, -2.975], [-1.866, -1.521, -4.275], [-2.988, -2.059, -4.847], [-4.109, -2.292, -4.051], [-4.045, -1.985, -2.713], [-2.895, -1.410, -2.158], [-2.802, -0.973, -0.505], [-0.960, -1.329, -4.826], [-2.989, -2.293, -5.899], [-5.006, -2.701, -4.486], [-4.879, -2.160, -2.051], [0.431, -2.415, 0.628], [0.216, -3.814, 0.372], [1.010, -4.745, 1.044], [0.829, -6.100, 0.823], [-0.140, -6.492, -0.069], [-0.940, -5.601, -0.739], [-0.766, -4.242, -0.510], [-0.273, -8.293, -0.413], [-0.387, -8.842, 0.924], [1.002, -8.502, -1.074], [-1.447, -8.389, -1.251], [1.434, -2.234, 0.637], [0.094, -2.208, 1.566], [1.756, -4.406, 1.752], [1.424, -6.842, 1.328], [-1.681, -5.980, -1.425], [-1.394, -3.512, -1.003]]
}

***

(6)
{
  "formula": "C3H11N2S",
  "method": "wB97M-V/def2-TZVPD",
  "lumo_energy_ev": -3.73,
  "e_above_lowest_kj_mol": 47.9,
  "largest_force_ev_per_a": 1.8,
  "e_tot_ev": -17098.5174,
  "e_homo_ha": -0.45127,
  "gap_ev": 8.553,
  "charge": 1,
  "symbols": ["C", "S", "C", "H", "H", "H", "H", "H", "H", "N", "C", "N", "H", "H", "H", "H", "H"],
  "positions_angstrom": [[1.161, -0.386, -1.568], [0.260, -1.404, -0.416], [1.501, -1.966, 0.776], [2.145, -0.129, -1.178], [1.300, -0.891, -2.520], [0.679, 0.567, -1.801], [1.236, -2.959, 1.109], [1.404, -1.376, 1.684], [2.475, -1.994, 0.316], [-0.964, 1.122, 1.452], [-1.500, 1.775, 0.463], [-1.930, 1.211, -0.637], [-0.954, 0.112, 1.503], [-0.589, 1.640, 2.231], [-1.862, 2.779, 0.632], [-1.808, 0.213, -0.768], [-2.551, 1.686, -1.277]]
}